Entry 1:
Below is a 16-piece molecular cluster, C51H119Cl20N5O11 overall in a non-equilibrium geometry, with properties calculated with the ωB97M-V functional and the def2-TZVPD basis.

Structure (XYZ):
```
206
Properties=species:S:1:pos:R:3:lowdin_charge:R:1
Cl 1.438 2.334 -7.794 0.516
C 1.159 1.536 -6.188 -0.641
C 0.014 2.244 -5.491 -0.681
Cl 0.356 3.949 -5.220 0.618
H 2.093 1.587 -5.633 0.064
H 0.925 0.507 -6.447 0.038
H -0.242 1.721 -4.569 0.042
H -0.867 2.148 -6.126 0.060
Cl 4.845 -1.724 1.451 0.558
C 4.902 0.042 1.145 -0.621
C 3.704 0.455 0.316 -0.634
Cl 2.166 0.262 1.242 0.625
H 5.834 0.175 0.594 0.057
H 5.033 0.573 2.086 0.064
H 3.592 -0.202 -0.543 0.042
H 3.847 1.465 -0.067 0.036
Cl 6.096 -0.814 -9.437 0.573
C 4.528 -1.501 -9.885 -0.640
C 3.866 -2.151 -8.667 -0.636
Cl 3.265 -0.892 -7.567 0.629
H 4.743 -2.270 -10.626 0.072
H 3.919 -0.718 -10.325 0.067
H 4.585 -2.783 -8.148 0.029
H 3.051 -2.816 -8.949 0.062
Cl 1.717 -4.617 -6.788 0.627
C 1.360 -5.456 -5.280 -0.655
C 0.194 -4.799 -4.560 -0.635
Cl 0.159 -5.269 -2.822 0.543
H 2.225 -5.398 -4.622 0.013
H 1.166 -6.503 -5.502 0.082
H -0.782 -4.939 -5.016 0.074
H 0.383 -3.725 -4.589 0.023
Cl -1.619 -2.313 0.588 0.650
C -1.487 -1.509 2.178 -0.623
C -2.640 -0.586 2.438 -0.622
Cl -4.239 -1.418 2.395 0.602
H -0.574 -0.921 2.113 0.038
H -1.422 -2.218 3.002 0.066
H -2.711 0.119 1.612 0.032
H -2.514 -0.065 3.385 0.063
Cl -3.400 -4.994 -2.537 0.573
C -3.740 -3.368 -2.013 -0.713
C -4.692 -3.384 -0.821 -0.662
Cl -6.289 -4.034 -1.355 0.512
H -4.122 -2.703 -2.785 0.071
H -2.793 -2.971 -1.640 -0.003
H -4.956 -2.401 -0.443 0.028
H -4.335 -4.001 -0.002 0.059
Cl -5.676 0.914 -0.180 0.561
C -6.073 1.974 1.195 -0.653
C -4.812 2.522 1.842 -0.656
Cl -5.286 3.401 3.308 0.608
H -6.693 1.442 1.911 0.059
H -6.645 2.804 0.786 0.067
H -4.287 3.191 1.165 0.047
H -4.094 1.765 2.150 0.036
Cl 5.709 -1.828 -2.013 0.657
C 6.901 -0.665 -2.533 -0.638
C 6.240 0.647 -2.928 -0.657
Cl 5.251 0.453 -4.383 0.612
H 7.418 -1.077 -3.397 0.065
H 7.580 -0.458 -1.706 0.080
H 6.938 1.428 -3.235 0.073
H 5.681 1.102 -2.111 0.018
Cl 1.027 3.887 4.587 0.604
C 2.273 4.611 3.510 -0.611
C 3.316 3.560 3.169 -0.680
Cl 4.329 3.060 4.534 0.560
H 2.716 5.455 4.028 0.061
H 1.805 4.879 2.567 0.015
H 3.929 3.985 2.373 0.076
H 2.873 2.631 2.813 0.024
Cl 1.764 4.902 -0.182 0.581
C 1.312 4.204 -1.782 -0.653
C 2.007 2.906 -2.117 -0.629
Cl 3.788 3.116 -2.298 0.580
H 1.490 4.952 -2.548 0.056
H 0.256 3.930 -1.832 0.060
H 1.622 2.658 -3.105 0.028
H 1.764 2.078 -1.457 0.050
C -3.276 0.084 -5.211 -0.111
O -3.134 1.052 -4.158 -0.143
H -2.884 -0.882 -4.897 0.073
H -4.330 -0.016 -5.467 0.086
H -2.658 0.406 -6.053 0.073
H -3.690 1.796 -4.407 0.095
C 2.190 -1.299 -4.258 -0.152
O 1.441 -0.443 -3.435 -0.177
C 0.130 -0.963 -3.274 -0.209
C -0.583 -0.338 -2.095 -0.197
N -0.975 1.078 -2.300 -0.032
C -1.768 1.540 -1.156 -0.199
C -0.991 1.620 0.130 -0.257
O -1.759 2.162 1.165 -0.216
C -0.996 2.339 2.323 -0.129
H 2.160 -2.329 -3.885 0.085
H 3.227 -0.981 -4.369 0.002
H 1.806 -1.258 -5.287 0.038
H 0.180 -2.039 -3.073 0.103
H -0.445 -0.815 -4.197 0.118
H 0.022 -0.449 -1.194 0.091
H -1.498 -0.903 -1.870 0.084
H -1.713 1.040 -3.016 0.053
H -2.679 0.951 -0.970 0.104
H -2.093 2.550 -1.432 0.116
H -0.073 2.179 -0.106 0.105
H -0.624 0.621 0.399 0.071
H -0.394 1.433 2.511 0.045
H -1.551 2.466 3.249 0.093
H -0.164 3.025 2.117 0.069
C 5.894 -2.777 -6.261 -0.148
O 5.594 -4.113 -5.975 -0.177
C 4.642 -4.302 -4.941 -0.235
C 4.692 -5.720 -4.383 -0.209
N 5.922 -6.084 -3.688 -0.040
C 6.292 -5.231 -2.553 -0.230
C 7.233 -5.927 -1.565 -0.233
O 7.135 -5.371 -0.274 -0.185
C 7.815 -4.110 -0.183 -0.100
H 5.038 -2.113 -6.102 0.027
H 6.235 -2.625 -7.285 0.050
H 6.717 -2.422 -5.626 0.088
H 3.673 -3.994 -5.362 0.056
H 4.849 -3.581 -4.138 0.085
H 4.459 -6.448 -5.163 0.124
H 3.801 -5.801 -3.750 0.102
H 6.596 -5.856 -4.420 0.108
H 5.378 -4.970 -2.010 0.124
H 6.730 -4.269 -2.834 0.069
H 8.253 -6.009 -1.963 0.124
H 6.925 -6.971 -1.462 0.121
H 8.876 -4.229 0.044 0.087
H 7.286 -3.553 0.587 0.066
H 7.704 -3.601 -1.140 0.037
C -10.085 -4.759 5.143 -0.132
O -9.199 -3.799 4.651 -0.189
C -8.686 -2.901 5.608 -0.233
C -7.634 -2.069 4.875 -0.190
N -6.906 -1.259 5.873 -0.071
C -5.824 -0.515 5.241 -0.247
C -5.228 0.546 6.148 -0.234
O -4.057 1.008 5.526 -0.225
C -3.425 2.082 6.164 -0.134
H -10.579 -5.308 4.341 0.085
H -10.847 -4.288 5.771 0.085
H -9.651 -5.584 5.724 0.085
H -8.193 -3.483 6.397 0.125
H -9.477 -2.314 6.091 0.123
H -8.116 -1.401 4.157 0.121
H -6.950 -2.766 4.397 0.123
H -7.586 -0.671 6.342 0.109
H -6.120 -0.009 4.315 0.101
H -5.031 -1.253 5.123 0.078
H -5.020 0.112 7.135 0.127
H -5.977 1.331 6.327 0.126
H -2.394 2.220 5.832 0.073
H -3.370 1.965 7.251 0.095
H -3.932 3.022 5.920 0.065
C -1.531 6.824 -2.761 -0.116
O -1.407 6.147 -1.546 -0.198
C -2.632 5.730 -1.023 -0.243
C -2.502 5.388 0.458 -0.198
N -2.009 6.582 1.169 -0.027
C -1.802 6.237 2.568 -0.211
C -0.923 7.290 3.267 -0.219
O 0.423 7.098 2.895 -0.227
C 1.304 8.017 3.497 -0.110
H -0.593 7.275 -3.098 0.088
H -2.207 7.679 -2.651 0.091
H -1.789 6.171 -3.603 0.081
H -3.066 4.895 -1.591 0.118
H -3.384 6.531 -1.070 0.122
H -1.877 4.489 0.515 0.104
H -3.495 5.137 0.836 0.108
H -1.070 6.716 0.791 0.101
H -1.275 5.291 2.774 0.099
H -2.778 6.142 3.052 0.119
H -1.006 7.045 4.335 0.122
H -1.255 8.302 3.012 0.127
H 1.120 8.095 4.577 0.091
H 1.155 9.017 3.083 0.092
H 2.316 7.629 3.407 0.077
C -2.384 -4.270 6.228 -0.116
O -1.524 -3.192 5.961 -0.181
C -2.206 -1.956 5.965 -0.225
C -1.200 -0.822 6.006 -0.185
N -0.419 -0.697 4.783 -0.046
C 0.575 0.391 4.801 -0.197
C 1.868 -0.186 5.369 -0.240
O 2.285 -1.307 4.631 -0.202
C 3.563 -1.766 5.045 -0.099
H -2.663 -4.364 7.283 0.088
H -1.898 -5.211 5.968 0.087
H -3.299 -4.198 5.630 0.088
H -2.754 -1.816 6.910 0.130
H -2.888 -1.946 5.107 0.098
H -0.567 -0.924 6.897 0.124
H -1.830 0.069 6.089 0.090
H 0.031 -1.580 4.580 0.101
H 0.250 1.360 5.170 0.073
H 0.842 0.611 3.760 0.054
H 1.711 -0.458 6.420 0.122
H 2.615 0.621 5.307 0.100
H 3.757 -2.643 4.433 0.080
H 3.647 -1.990 6.110 0.090
H 4.280 -0.991 4.751 0.080
```

For the electronic energy, the calculation gives -335234.1023 eV. The net charge is 0. For the HOMO-LUMO gap, the calculation gives 8.8 eV. The LUMO energy comes out at 0.2 eV. As for the multiplicity: 1.


Entry 2:
Below is one molecule with the formula C2H3I2NO in a non-equilibrium geometry, with properties calculated with the ωB97M-V functional and the def2-TZVPD basis.

Structure (XYZ):
```
9
Properties=species:S:1:pos:R:3:lowdin_charge:R:1
C 0.697 1.369 0.758 -0.292
C -0.447 -1.076 -0.794 -1.181
N -0.101 0.263 0.086 -0.127
O 0.202 2.111 1.565 0.038
I 1.381 -1.456 -1.918 0.712
I -1.211 -2.498 0.592 0.754
H 1.765 1.505 0.574 0.117
H -1.317 -0.725 -1.275 -0.027
H -0.969 0.508 0.413 0.006
```

For the electronic energy, the calculation gives -21859.1103 eV. The net charge is 0. For the HOMO-LUMO gap, the calculation gives 8.8 eV. The energy relative to the best compared isomer or geometry (same formula, charge and spin) is 52.2 kcal per mole. As for the SMILES: O=CNC(I)I. The LUMO energy comes out at -0.8 eV. As for the multiplicity: 1.


Entry 3:
Below is C18H20N4O2Ti as an isolated structure in a non-equilibrium geometry, with properties calculated with the ωB97M-V functional and the def2-TZVPD basis.

Structure (XYZ):
```
45
Properties=species:S:1:pos:R:3:lowdin_spin:R:1
Ti 0.000 0.000 0.000 0.789
O 1.486 -0.012 1.270 0.024
C 1.382 0.807 2.410 0.004
C 0.054 1.537 2.354 0.017
C -0.289 2.418 3.378 0.001
C -1.512 3.081 3.313 0.019
C -2.357 2.850 2.234 0.001
C -1.944 1.961 1.257 0.019
N -0.767 1.303 1.290 0.012
H 2.354 -0.559 1.201 0.004
H 2.206 1.527 2.409 0.000
H 1.429 0.181 3.306 0.001
H 0.381 2.588 4.214 0.000
H -1.803 3.772 4.098 0.001
H -3.315 3.351 2.155 0.000
H -2.567 1.746 0.394 0.002
N -1.730 0.000 -2.926 0.006
C -1.392 1.266 -2.391 0.012
C -1.844 2.394 -3.083 0.003
C -1.568 3.670 -2.592 0.014
C -0.855 3.796 -1.410 0.004
C -0.455 2.638 -0.772 0.013
N -0.714 1.396 -1.236 0.005
C -1.392 -1.266 -2.391 0.007
C -1.844 -2.394 -3.082 -0.001
C -1.568 -3.670 -2.590 0.006
C -0.854 -3.796 -1.409 0.001
C -0.455 -2.637 -0.772 0.013
N -0.714 -1.395 -1.235 0.006
H -1.527 0.000 -3.917 0.000
H -2.420 2.286 -3.996 0.000
H -1.915 4.550 -3.123 0.001
H -0.622 4.769 -0.992 0.000
H 0.100 2.670 0.160 0.002
H -2.420 -2.286 -3.995 0.000
H -1.916 -4.550 -3.122 0.000
H -0.622 -4.768 -0.991 0.000
H 0.100 -2.670 0.161 0.002
C -1.674 -0.903 2.499 0.003
C -0.802 -1.388 1.388 0.016
O -0.547 -2.576 1.273 0.006
H -2.011 -1.749 3.135 0.000
H -2.562 -0.394 2.072 0.002
H -1.105 -0.183 3.123 0.001
H 1.330 0.000 -1.153 -0.016
```

For the electronic energy, the calculation gives -52151.1654 eV. The net charge is +1. For the HOMO-LUMO gap (alpha / beta), the calculation gives 6.0 / 6.7 eV. The LUMO energy (alpha / beta) comes out at -3.3 / -3.3 eV. As for the multiplicity: 2.